Molecular formula: C18H16F3N3NiO6S
Method: DFT, ωB97M-V/def2-TZVPD

Values from the calculation:
Total charge ... 0
HOMO-LUMO gap (spin up / spin down) ... 8.2 / 8.2 eV
E ... -3517.3054 Ha
HOMO energy (spin up / spin down) ... -9.51 / -9.51 eV

```
48
Properties=species:S:1:pos:R:3:forces:R:3:mulliken_charge:R:1
Ni -0.342447 -0.671080 -0.068783 0.63 0.18 -0.36 0.889
C -1.452868 -0.246889 2.188437 -0.18 -0.07 -0.02 -0.864
C -2.496472 0.613498 1.833623 -0.07 0.02 0.02 -0.342
C -3.643316 0.108125 1.248577 0.03 0.07 0.04 -0.648
C -3.772171 -1.260411 1.029424 0.06 -0.07 -0.03 -0.427
C -2.740590 -2.113569 1.364604 -0.04 -0.07 0.04 -0.410
C -1.559144 -1.614216 1.922753 -0.21 -0.01 0.16 -0.380
H -0.608555 0.125342 2.748890 0.00 -0.02 -0.04 0.788
H -2.413326 1.670128 2.051942 0.00 0.00 -0.02 0.569
H -4.450872 0.776599 0.979828 0.00 0.01 0.00 0.422
H -4.674561 -1.654315 0.582011 -0.01 -0.01 0.01 0.413
H -2.840916 -3.176157 1.191837 0.01 0.02 -0.01 0.472
H -0.799011 -2.298648 2.279180 0.08 0.04 -0.11 0.485
S 0.781791 -0.088391 -2.028670 -0.34 -0.22 0.51 -0.402
C 2.021751 -1.252083 -1.833071 -0.09 -0.04 -0.07 0.109
N 2.774511 -1.441077 -0.759004 -0.10 0.16 0.10 0.040
C 3.616792 -2.626446 -0.882498 0.04 -0.06 0.07 -0.509
C 3.401808 -3.042624 -2.355982 0.02 0.00 -0.03 -0.430
N 2.356197 -2.118469 -2.787650 0.00 0.06 0.02 -0.083
H 2.548030 -0.955415 0.103862 0.03 0.00 0.00 0.174
H 3.292430 -3.401574 -0.187867 -0.02 0.01 -0.01 0.258
H 4.657103 -2.382425 -0.675673 -0.01 -0.01 0.00 0.372
H 3.060096 -4.072037 -2.447303 0.01 0.00 0.01 0.266
H 4.304020 -2.913350 -2.953402 -0.01 0.01 0.01 0.338
H 1.814646 -2.201833 -3.631336 -0.01 -0.02 0.02 0.255
F 0.557266 -3.237769 0.024113 -0.01 0.01 -0.09 -0.230
C -0.322468 -3.850135 -0.817336 -0.06 0.12 0.03 0.894
F 0.382412 -4.714679 -1.545278 0.09 0.03 -0.04 -0.279
F -1.153640 -4.558505 -0.037622 -0.05 0.00 -0.02 -0.287
C -1.124372 -2.831759 -1.702401 0.14 -0.15 -0.02 0.433
O -1.391679 -3.197178 -2.820387 -0.03 -0.02 -0.02 -0.609
O -1.478244 -1.751548 -1.112662 0.14 0.41 0.30 -0.524
O 1.795979 1.342315 2.617706 0.03 0.00 -0.02 -0.651
C 1.150005 1.279658 1.590991 0.10 0.04 -0.12 -0.118
O 0.982894 0.151476 0.953025 -0.23 -0.26 -0.31 -0.487
C 0.567743 2.557936 1.014170 0.01 -0.07 0.01 0.595
C -0.442864 2.598949 0.059965 0.02 -0.04 0.00 0.189
C -0.932904 3.809032 -0.402009 0.00 0.03 0.02 -1.087
C -0.380242 4.974064 0.094807 0.04 -0.07 0.02 -0.023
C 0.633070 4.971694 1.036852 -0.04 -0.02 -0.01 -0.462
C 1.094298 3.752764 1.499827 0.00 0.01 0.03 -0.809
N -0.892567 6.266173 -0.394916 -0.02 0.07 -0.01 1.008
O -0.356725 7.274974 0.015419 0.01 0.01 0.00 -0.612
O -1.820982 6.243734 -1.176708 -0.01 -0.01 -0.02 -0.608
H -0.880125 1.689379 -0.326501 0.03 -0.03 -0.01 0.778
H -1.725721 3.856897 -1.133122 0.00 0.01 0.00 0.509
H 1.034959 5.906569 1.396635 0.00 0.00 0.00 0.501
H 1.868980 3.703273 2.251703 0.00 0.00 -0.01 0.519
```
Forces are in eV/Å.